59
Properties=species:S:1:pos:R:3:mulliken_charge:R:1 method="wB97M-V/def2-TZVPD" homo_ev=-6.7 homo_lumo_gap_ev=5.78 total_energy_ha=-4258.34042
Br -4.527 -0.337 1.527 -0.148
S 0.478 1.545 -1.311 -0.133
O 1.941 6.796 -0.149 -0.696
O 1.893 4.573 0.270 -0.449
O 2.294 5.275 -1.795 -0.751
O -4.249 -0.872 -1.146 -0.449
O 0.039 -3.221 0.842 -0.405
O -1.673 2.656 -2.140 -0.524
N -1.034 0.804 -0.657 0.554
C -2.074 1.414 -1.564 -0.084
C -2.239 0.461 -2.804 -1.368
C -1.121 -0.732 -0.803 1.791
C -1.553 -0.837 -2.314 -1.318
C -1.157 1.103 0.834 -0.001
C 2.126 -2.466 1.857 0.543
C -0.363 -3.806 -1.514 -1.720
C 3.287 -2.411 1.125 0.003
C 2.058 5.674 -0.624 0.696
C -3.613 -0.927 -0.133 0.200
C 4.185 -1.381 1.251 -0.810
C 0.355 -2.882 -0.501 0.241
C -1.295 3.706 0.739 -1.149
C 2.757 -0.437 2.882 -0.636
C -0.624 2.451 1.338 -0.673
C -2.184 -1.449 0.026 -1.112
C 3.903 -0.370 2.139 -0.550
C 1.176 -3.616 1.600 -1.270
C 1.855 -1.459 2.759 -0.077
C 0.282 -1.376 -0.779 -1.046
H -0.884 2.466 2.404 0.548
H -0.619 4.256 0.084 0.142
H -0.375 -3.347 -2.502 0.291
H 0.847 -0.902 0.037 -0.178
H -0.614 0.325 1.374 0.059
H -2.170 -1.736 -2.390 0.506
H -3.003 1.698 -1.061 0.514
H -2.468 3.108 -2.445 0.431
H -1.569 0.953 -3.503 0.523
H 1.412 -3.134 -0.640 0.317
H -2.221 1.090 1.077 -0.022
H 5.070 -1.373 0.627 0.421
H 2.563 0.360 3.594 0.425
H 3.486 -3.209 0.414 0.370
H -2.226 -2.508 -0.229 0.672
H -1.524 4.389 1.561 0.428
H 0.799 -3.983 2.560 0.467
H 2.048 3.924 -0.431 0.253
H 1.370 1.367 -0.310 0.184
H -1.965 -1.442 1.094 0.661
H 0.930 -1.509 3.325 0.449
H -2.256 3.489 0.265 0.246
H -1.345 -4.130 -1.165 0.403
H 0.853 -1.200 -1.686 0.491
H -0.763 -1.034 -3.039 0.568
H -3.278 0.405 -3.110 0.404
H 0.465 2.527 1.334 0.448
H 0.237 -4.717 -1.578 0.480
H 1.687 -4.471 1.140 0.405
H 4.591 0.459 2.249 0.436